1.
Density functional theory data (ωB97M-V with the def2-TZVPD basis set) for a cluster of 5 separate species, C44H84FN7O8P in total at a distorted geometry.

Its spin multiplicity is 1. As for the charge: +1.

```
145
Properties=species:S:1:pos:R:3:lowdin_charge:R:1
C -4.7570 0.7407 -2.3367 -0.11
C -3.6078 0.2347 -1.2928 -0.16
C -2.9933 1.4692 -0.4254 -0.19
F -4.1687 2.2560 -0.0426 -0.07
C -1.9978 2.2498 -1.3988 -0.20
C -2.2850 3.8413 -1.1475 -0.04
N -1.0813 4.7009 -1.5156 0.07
C -0.2382 4.1194 -2.6094 -0.22
C -1.0902 4.1934 -3.9686 -0.11
C -0.2653 4.6849 -5.2454 -0.17
C 0.6401 5.9386 -5.3177 -0.05
C 1.3976 6.2131 -6.6550 -0.05
C 1.2867 5.2786 -7.9135 -0.01
C 0.3544 4.0367 -7.8535 -0.20
C 0.1128 2.9968 -9.0466 -0.09
C -0.3915 3.7747 -6.5233 0.01
C 0.3160 2.6487 -2.2296 -0.44
C 0.5366 1.7629 -3.5447 -0.16
O -0.5976 0.9324 -3.9224 -0.10
C -0.0091 -0.1943 -4.6165 -0.39
C 0.3924 -1.5424 -3.8430 0.01
O 0.1732 -0.0779 -5.8452 0.09
P 2.0818 2.9248 -1.4899 0.98
C 2.0340 4.2195 -0.1139 -0.27
O 3.0712 3.5241 -2.7890 -0.30
N -0.5496 2.0521 -1.1768 -0.11
C -0.1491 0.6817 -0.7668 -0.17
C 0.1577 0.7494 0.8437 -0.06
C 1.4825 -0.1228 1.1720 -0.36
O 2.4694 0.4103 1.7610 0.03
N 1.4340 -1.5436 0.7874 0.04
C 2.7773 -2.1241 0.5842 -0.21
C 3.8325 -2.3884 1.6919 -0.01
C 5.1996 -3.0548 1.3274 -0.06
C 5.5657 -3.4742 -0.1332 -0.06
C 4.5156 -3.1691 -1.2437 -0.07
C 3.1472 -2.5090 -0.8909 0.00
H -5.7891 0.3037 -2.1032 0.06
H -4.4553 0.3676 -3.3911 0.08
H -4.8255 1.8767 -2.4180 0.07
H -4.1337 -0.5101 -0.5974 0.12
H -2.8234 -0.2925 -1.9305 0.10
H -2.5461 1.1016 0.5541 0.14
H -2.3635 2.0592 -2.4754 0.14
H -3.1940 4.1140 -1.7968 0.15
H -2.4721 4.0681 -0.0285 0.15
H -0.5740 4.8786 -0.6261 0.14
H -1.4886 5.6244 -1.7852 0.19
H 0.6733 4.8231 -2.7307 0.13
H -1.6641 3.2237 -4.2192 0.12
H -1.9217 4.9878 -3.8033 0.13
H 0.7409 6.6337 -4.4073 0.09
H 2.0925 7.1235 -6.7670 0.09
H 1.8604 5.4573 -8.8789 0.10
H 0.8222 2.1037 -8.8819 0.09
H -0.9568 2.5639 -8.9812 0.09
H 0.3315 3.4370 -10.0741 0.08
H -1.0811 2.8506 -6.4689 0.11
H 0.9130 2.3632 -4.4612 0.15
H 1.4089 1.0341 -3.3039 0.13
H 1.5248 -1.7157 -3.8253 0.09
H -0.1069 -2.4611 -4.3326 0.11
H 0.0136 -1.5244 -2.7495 0.08
H 1.0949 4.0656 0.5377 0.03
H 1.9509 5.2818 -0.5803 0.05
H 2.9824 4.2144 0.5274 0.07
H 2.8630 4.4944 -2.8089 0.04
H -0.8757 -0.1539 -1.0411 0.11
H 0.8688 0.3615 -1.2175 0.11
H -0.7196 0.3829 1.4748 0.11
H 0.4570 1.8359 1.0433 0.09
H 0.8519 -2.0976 1.4312 0.14
H 3.6066 -2.0957 2.7751 0.11
H 5.9903 -3.2858 2.1225 0.09
H 6.5547 -3.9668 -0.4115 0.09
H 4.8071 -3.4711 -2.3172 0.09
H 2.4184 -2.3183 -1.7579 0.07
C -9.3094 -1.0313 -2.1635 -0.07
C -9.2335 0.4557 -2.4980 -0.42
C -10.4346 0.9630 -3.3223 -0.20
O -10.3911 0.6092 -4.7008 -0.19
C -10.8501 -0.7020 -4.9858 -0.10
N -7.9590 0.7277 -3.1769 0.03
H -9.0662 -1.6676 -3.0167 0.06
H -8.5961 -1.2781 -1.3713 0.07
H -10.3063 -1.3029 -1.8065 0.08
H -9.2374 0.9998 -1.5471 0.14
H -10.4177 2.0578 -3.3012 0.12
H -11.3882 0.6597 -2.8738 0.12
H -11.6677 -1.0071 -4.3266 0.09
H -10.0237 -1.4130 -4.9233 0.07
H -11.2154 -0.7156 -6.0154 0.09
H -7.8699 1.7336 -3.3114 0.08
H -8.0393 0.3644 -4.1276 0.08
C 2.3280 -8.0052 3.4038 -0.07
C 3.0376 -6.6824 3.1288 -0.43
C 3.4034 -5.9028 4.4087 -0.19
O 2.3049 -5.2326 5.0221 -0.19
C 1.5016 -6.0578 5.8483 -0.11
N 2.2095 -5.8758 2.2237 0.05
H 1.2829 -7.8707 3.6896 0.06
H 2.3326 -8.6307 2.5064 0.08
H 2.8317 -8.5632 4.1982 0.07
H 3.9746 -6.9211 2.6134 0.14
H 4.1089 -5.1128 4.1302 0.12
H 3.9231 -6.5395 5.1339 0.10
H 2.0885 -6.8214 6.3669 0.09
H 0.7070 -6.5215 5.2600 0.07
H 1.0242 -5.4226 6.5986 0.09
H 2.7299 -5.0378 1.9670 0.04
H 1.4271 -5.5150 2.7710 0.07
C -0.4683 7.8705 4.0751 -0.07
C -1.2671 7.8876 2.7751 -0.42
C -2.1143 6.6166 2.5569 -0.19
O -1.3672 5.4775 2.1306 -0.24
C -0.7214 4.7719 3.1803 -0.10
N -0.3476 8.1242 1.6534 0.04
H 0.4106 7.2249 4.0209 0.07
H -0.1080 8.8757 4.3107 0.08
H -1.0877 7.5370 4.9119 0.08
H -1.9593 8.7343 2.8338 0.14
H -2.8232 6.8208 1.7470 0.12
H -2.7159 6.3764 3.4410 0.12
H -1.3046 4.7798 4.1046 0.10
H 0.2748 5.1832 3.3538 0.08
H -0.5949 3.7335 2.8622 0.08
H -0.8943 8.2321 0.8001 0.06
H 0.1714 7.2587 1.4994 0.06
C 7.5088 -8.5631 8.6466 -0.07
C 7.5870 -7.0733 8.3253 -0.43
C 6.3926 -6.5598 7.4945 -0.20
O 6.4478 -6.9021 6.1123 -0.20
C 5.9923 -8.2104 5.8130 -0.11
N 8.8669 -6.7953 7.6610 0.04
H 7.7602 -9.1921 7.7903 0.06
H 8.2149 -8.8159 9.4427 0.08
H 6.5085 -8.8382 8.9923 0.08
H 7.5741 -6.5371 9.2805 0.14
H 6.4087 -5.4652 7.5249 0.12
H 5.4350 -6.8675 7.9323 0.12
H 5.1693 -8.5222 6.4629 0.09
H 6.8191 -8.9205 5.8761 0.08
H 5.6354 -8.2158 4.7797 0.08
H 8.9577 -5.7886 7.5358 0.07
H 8.7963 -7.1507 6.7069 0.07
```

***

2.
Density functional theory data (ωB97M-V with the def2-TZVPD basis set) for a structure of composition C5H16N2O4P3SSr at a distorted geometry.

Its spin multiplicity is 1. As for the charge: +1.

```
32
Properties=species:S:1:pos:R:3:lowdin_charge:R:1
N -1.4501 3.0431 -1.2273 0.10
C -1.8343 1.9890 -0.6868 -0.29
C -2.2334 0.7037 -1.3341 -0.11
C -1.5062 -0.5480 -0.8542 -0.31
O -0.1443 -0.5864 -1.3012 -0.29
P 0.9806 -0.4822 -0.1110 0.30
P 2.4355 -0.2492 1.7894 0.34
S 2.2171 1.5393 2.7387 0.06
P 1.3983 1.8617 -0.4882 0.86
O 1.2129 1.9661 -2.0752 -0.33
O 3.2764 1.7753 -0.4787 -0.63
O -0.1781 -0.1395 1.0438 -0.38
C -1.4564 -0.6820 0.6765 -0.32
C -1.7519 -2.0842 1.2041 -0.23
N -1.1284 -3.2509 0.6189 0.01
H -1.4094 2.9507 -2.2443 0.06
H -1.8958 2.0021 0.4035 0.11
H -2.1605 0.7887 -2.4203 0.13
H -3.2909 0.5298 -1.1015 0.14
H -2.0405 -1.3980 -1.2838 0.15
H 1.0171 -1.8531 0.2239 0.00
H 2.1246 -0.7032 -1.0024 0.00
H 2.3370 -1.2273 2.7786 -0.04
H 3.7821 -0.3422 1.3028 -0.14
H 1.5547 1.2419 -2.6328 0.08
H 3.5295 2.4442 0.1114 -0.21
H -2.2157 -0.0422 1.1316 0.14
H -2.8395 -2.1860 1.0965 0.12
H -1.5501 -2.0879 2.2774 0.13
H -0.2376 -3.4820 1.0337 0.06
H -1.0258 -3.2080 -0.3872 0.07
Sr 4.4831 1.7165 1.1983 1.42
```

***

3.
Density functional theory data (ωB97M-V with the def2-TZVPD basis set) for an isolated molecule of C7H10N2OS at a distorted geometry.

Its spin multiplicity is 1.

```
21
Properties=species:S:1:pos:R:3:lowdin_charge:R:1
C -1.2175 -0.0309 -0.9333 -0.30
C -0.6867 -0.4376 0.3344 -0.02
C -2.1388 -1.0755 -1.3766 -0.48
C -0.9476 0.9237 -1.9397 -0.28
C 1.7942 1.0208 -1.2063 -0.51
C 1.8024 2.1780 -0.2193 -0.11
C -0.8060 -2.3762 1.8126 -0.03
N -2.1832 -2.0585 -0.3688 0.14
N -1.2659 -1.5845 0.6624 -0.19
O -2.7868 -1.0968 -2.4061 0.03
S 0.9430 0.6010 -2.5823 0.96
H -1.3968 0.7147 -2.8258 0.02
H -0.7819 2.0596 -1.6656 0.11
H 2.5200 0.1856 -1.0702 0.06
H 2.1149 1.7764 0.8131 0.11
H 0.7791 2.4530 -0.1780 0.04
H 2.5059 2.8627 -0.7935 0.11
H -0.0578 -1.8881 2.4393 0.09
H -1.6621 -2.5366 2.4247 0.08
H -0.3295 -3.1760 1.4140 0.04
H -2.0331 -3.0302 -0.5313 0.13
```

***

4.
Density functional theory data (ωB97M-V with the def2-TZVPD basis set) for a structure of composition C13H19N2O6ReSSe at a distorted geometry.

Its spin multiplicity is 4. As for the charge: +1.

```
43
Properties=species:S:1:pos:R:3:mulliken_spin:R:1
Re -0.5708 -14.6663 6.7237 1.75
O -2.0671 -15.8724 7.7789 0.00
C -2.7909 -15.2290 8.9110 0.00
C -1.8848 -14.2449 9.5864 0.00
N -1.1004 -13.4540 8.5430 -0.03
C -1.8987 -12.2581 8.2314 -0.01
C -2.6716 -12.5816 6.9418 0.01
O -3.7457 -12.0232 6.7900 0.02
O -2.1718 -13.6260 6.2069 0.02
C 0.2045 -13.0999 9.0967 0.00
C 1.1889 -14.3225 9.0528 0.01
O 2.1323 -14.4512 9.7881 0.02
O 0.7590 -15.2296 8.1029 0.01
H -2.6591 -16.4553 7.2769 0.00
H -3.2047 -16.0173 9.6043 0.00
H -3.7533 -14.7911 8.5976 0.00
H -1.2324 -14.7072 10.3648 0.00
H -2.5798 -13.5551 10.0947 0.00
H -1.1837 -11.4493 7.9047 0.00
H -2.5102 -11.8822 9.0646 0.00
H 0.1698 -12.7701 10.1473 0.00
H 0.6862 -12.3581 8.4458 -0.01
Se 1.1882 -13.2285 5.5517 -0.02
C 2.8183 -14.0836 5.9873 0.04
C 3.5953 -14.0114 7.1420 -0.01
C 4.7205 -14.8483 7.2650 0.00
N 5.0621 -15.7298 6.2909 -0.01
C 4.2692 -15.8116 5.2352 0.00
C 3.2199 -14.9502 4.9593 -0.01
H 3.2310 -13.5091 8.0470 0.00
H 5.4063 -14.8790 8.1166 0.00
H 4.5389 -16.5315 4.4633 0.00
H 2.7591 -14.9825 3.9921 0.00
C 0.0100 -16.0666 1.8194 -0.03
S -0.6078 -14.7105 0.7620 0.88
C -1.7738 -13.9984 1.8570 -0.04
O -0.4553 -15.9381 5.5484 0.20
H 0.9328 -15.8813 2.4565 0.05
H 0.3419 -16.8788 1.1825 0.01
H -0.7823 -16.4826 2.4634 0.02
H -2.8034 -14.0412 1.3899 0.07
H -1.6262 -12.9081 1.8226 0.05
H -1.8142 -14.3691 2.9433 0.00
```

***

5.
Density functional theory data (ωB97M-V with the def2-TZVPD basis set) for the ion C5H13N2 with charge +1 at a distorted geometry.

Its spin multiplicity is 1. As for the charge: +1.

```
20
Properties=species:S:1:pos:R:3:lowdin_charge:R:1
C -1.2233 0.8421 0.8688 -0.12
N -2.5122 -0.0273 0.7159 0.01
C -0.3272 0.5722 -0.4189 -0.25
N -0.3031 -0.8732 -0.4971 0.11
C 1.1951 -1.2450 -0.7507 -0.12
C 1.9563 -0.2133 0.0555 -0.18
C 1.1469 1.0517 -0.2166 -0.11
H -1.5546 1.7817 1.1862 0.10
H -0.7182 0.4490 1.7225 0.11
H -3.2486 0.4407 0.1409 0.10
H -3.0400 0.1253 1.5137 0.03
H -0.6988 0.9306 -1.3069 0.13
H -0.5774 -1.1470 0.3875 0.12
H -0.7451 -1.3225 -1.2850 0.19
H 1.5610 -2.2572 -0.5534 0.13
H 1.5254 -1.4414 -1.8430 0.16
H 2.9107 -0.2418 -0.4552 0.12
H 2.0586 -0.7296 1.1439 0.18
H 1.4662 1.6544 -1.1557 0.16
H 1.1285 1.6507 0.7476 0.13
```

***

6.
Density functional theory data (ωB97M-V with the def2-TZVPD basis set) for a structure of composition C24H21F12NO3Pt at a distorted geometry.

Its spin multiplicity is 1. As for the charge: -2.

```
62
Properties=species:S:1:pos:R:3:lowdin_charge:R:1
Pt 0.4852 -1.0423 -0.2027 1.20
C -3.4196 0.2046 4.7496 -0.08
C -2.8159 0.3287 3.3735 -0.29
C -2.2158 1.5033 2.9389 -0.06
C -1.5904 1.5672 1.7087 -0.02
C -1.5291 0.4658 0.8370 -0.23
N -0.7463 0.5315 -0.3219 -0.09
C -0.5846 1.7180 -0.9715 -0.23
C -1.6965 2.5801 -1.1340 -0.03
C -1.6180 3.7640 -1.8298 -0.07
C -0.4192 4.1646 -2.4180 -0.30
C -0.3064 5.4446 -3.2092 -0.08
C 0.6749 3.3313 -2.2527 -0.01
C 0.6402 2.1254 -1.5462 -0.05
C 1.9724 1.3483 -1.3456 -0.36
O 2.0444 0.2232 -0.6169 -0.27
C 3.0071 2.3498 -0.6921 -0.52
F 3.5930 3.2096 -1.5724 0.11
F 2.4239 3.1170 0.2491 0.14
F 4.0134 1.7099 -0.0914 0.15
C 2.5222 0.9446 -2.7671 -0.53
F 1.7251 0.0137 -3.3032 0.15
F 3.7568 0.4092 -2.6674 0.13
F 2.6308 1.9265 -3.7000 0.10
C -2.2044 -0.7128 1.2493 -0.07
C -2.8077 -0.7516 2.5010 0.00
C -2.2723 -1.9109 0.2894 -0.39
O -1.3119 -1.9519 -0.6588 -0.25
C -3.6324 -1.7868 -0.4667 -0.53
F -3.7995 -2.7507 -1.3904 0.14
F -3.7056 -0.6122 -1.1119 0.15
F -4.7231 -1.8443 0.3387 0.12
C -2.2686 -3.2859 1.0549 -0.54
F -2.1618 -4.3087 0.1905 0.14
F -3.3862 -3.5660 1.7923 0.09
F -1.2327 -3.3587 1.8894 0.16
H -3.5487 1.1874 5.2085 0.06
H -2.7792 -0.3857 5.4118 0.07
H -4.3956 -0.2866 4.7172 0.07
H -2.2179 2.3796 3.5819 0.10
H -1.0853 2.4761 1.4079 0.11
H -2.6379 2.2656 -0.7003 0.11
H -2.5038 4.3870 -1.9276 0.10
H -1.1714 6.0883 -3.0329 0.06
H -0.2526 5.2533 -4.2861 0.07
H 0.5917 6.0046 -2.9353 0.07
H 1.6105 3.6551 -2.6878 0.11
H -3.2960 -1.6616 2.8235 0.11
C 3.9490 -2.1781 0.2869 -0.06
C 2.7168 -3.0927 0.3829 -0.78
C 3.0005 -4.2421 1.3606 -0.07
C 2.4251 -3.6891 -1.0014 -0.07
O 1.6210 -2.3915 0.8794 -0.38
H 4.7957 -2.6757 -0.2057 0.07
H 4.2563 -1.8730 1.2918 0.07
H 3.6849 -1.2786 -0.2703 0.05
H 3.7884 -4.9114 0.9926 0.06
H 2.0803 -4.8126 1.5090 0.07
H 3.3084 -3.8349 2.3280 0.07
H 3.3012 -4.2002 -1.4203 0.06
H 2.1245 -2.8859 -1.6775 0.06
H 1.5929 -4.3950 -0.9292 0.08
```

***

7.
Density functional theory data (ωB97M-V with the def2-TZVPD basis set) for a cluster of 2 separate species, CH5PS in total at a distorted geometry.

Its spin multiplicity is 1.

```
8
Properties=species:S:1:pos:R:3:lowdin_charge:R:1
C 1.9567 0.0255 0.4090 -0.56
P -1.9667 0.4898 0.1294 0.62
S 1.7261 -1.2844 -0.5185 0.57
H -2.1049 -0.8533 0.2138 -0.21
H 2.4692 -0.2059 1.4075 0.03
H 1.5149 0.8885 0.0699 -0.06
H -0.8353 0.2982 -0.6915 -0.21
H -2.7601 0.6417 -1.0195 -0.18
```

***

8.
Density functional theory data (ωB97M-V with the def2-TZVPD basis set) for a cluster of 11 separate species, C4H33N2O10S in total at a distorted geometry.

Its spin multiplicity is 1. As for the charge: +1.

```
50
Properties=species:S:1:pos:R:3:lowdin_charge:R:1
C 0.8435 -0.0848 0.1722 -0.20
N -0.5852 -0.0558 -0.0914 -0.04
C -1.0353 -0.5304 -1.3629 -0.31
C -0.6907 -1.9770 -1.7453 -0.58
S -1.3398 -2.5564 -3.3178 0.74
C 1.1840 0.8237 1.3602 -0.08
N 1.1897 2.2297 0.7435 0.15
H 1.4389 0.0968 -0.7204 0.11
H 1.1458 -1.0936 0.4788 0.09
H -1.0260 -0.4467 0.7210 0.06
H -0.5683 0.0823 -2.1462 0.12
H -2.1006 -0.3285 -1.4912 0.07
H 0.3892 -2.0840 -1.6914 0.05
H -1.0700 -2.5821 -0.9188 0.07
H -1.8629 -1.3837 -3.7003 -0.15
H 2.1472 0.6443 1.8093 0.13
H 0.2812 0.8631 1.9613 0.11
H 1.3501 3.0566 1.3132 0.15
H 0.2032 2.3770 0.4018 0.09
H 1.7810 2.2349 -0.0954 0.10
H 2.3808 -3.1896 2.7462 0.06
H 1.4270 -2.1252 2.0790 -0.01
O 2.1308 -2.7883 1.9130 -0.07
H 3.9294 -1.0815 -3.2550 0.05
H 3.4741 -1.3962 -1.8540 0.01
O 3.3718 -0.7236 -2.5683 -0.07
H -2.8482 -0.9877 1.4810 0.02
H -2.9378 -0.3978 2.9448 0.09
O -2.3390 -0.5833 2.2216 -0.06
H -4.6110 1.2068 -0.6213 0.07
H -3.7359 1.9173 -1.4853 0.06
O -3.6590 1.3417 -0.7207 -0.04
H -3.7182 -1.2424 -0.5236 0.04
H -4.4620 -2.4149 0.2831 0.08
O -3.9176 -1.6270 0.3335 -0.02
H -0.8992 -1.1305 2.6325 -0.02
H -0.1704 -1.8554 3.7471 0.07
O -0.0191 -1.4940 2.8672 -0.07
H 2.9600 -3.5073 -0.7822 0.07
H 2.9316 -2.3572 0.2033 0.01
O 3.3767 -2.6577 -0.6075 -0.05
H 0.1885 5.0129 -1.0863 0.05
H -0.2662 5.0413 0.4537 0.03
O 0.4601 5.0256 -0.1678 -0.04
H 3.5647 0.7704 -1.3991 0.02
H 3.9286 2.2730 -1.3882 0.06
O 3.3298 1.6297 -1.0033 -0.06
H -1.9088 1.9343 0.7683 0.03
H -2.1784 3.3292 0.3816 0.06
O -1.4585 2.7921 0.7268 -0.06
```

***

no.,energy (a.u.)
1,-3152.639112
2,-2063.206256
3,-855.448465
4,-3945.294234
5,-307.505073
6,-2525.440684
7,-780.549499
8,-1432.100501